Entry 1:
# CH10O2Si3

A structure of composition CH10O2Si3 at a distorted geometry (ωB97M-V/def2-TZVPD, the Open Molecules 2025 dataset).

```
! RIJCOSX wB97M-V def2-TZVPD def2/J DEFGRID3
* xyz 0 1
Si -1.09 0.78 -0.45
Si -0.12 -1.02 0.57
Si -0.27 2.92 0.37
O -1.32 -1.67 1.46
O 0.96 -0.63 1.74
C 0.76 -2.79 -0.70
H -1.40 0.45 -1.98
H 0.01 -3.61 -0.69
H 0.71 2.62 1.32
H -1.42 3.87 0.95
H -1.08 -2.21 2.30
H 0.97 -2.46 -1.79
H 1.64 -2.98 -0.28
H 1.89 -1.06 1.72
H 0.54 3.86 -0.66
H -2.40 0.69 0.15
*
```

Computed properties:
* calculated total energy: -28926.49720 eV
* energy relative to the best compared isomer or geometry (same formula, charge and spin): 232.5 kJ/mol
* HOMO-LUMO gap: 9.45 eV

Results of the Mulliken charge analysis, in e, for atoms 1 through 2: 0.160, 0.580


Entry 2:
# C5H7F

A structure of composition C5H7F at a distorted geometry (ωB97M-V/def2-TZVPD, the Open Molecules 2025 dataset).

```
! RIJCOSX wB97M-V def2-TZVPD def2/J DEFGRID3
* xyz 0 1
F -1.74 0.75 -0.38
C -0.54 -0.14 1.38
C -0.13 -1.14 -0.82
C 0.65 0.93 -0.67
C -0.42 0.12 -0.04
C 1.46 1.80 -0.80
H -1.01 0.79 1.92
H 1.38 -0.95 -1.17
H -0.33 -2.23 0.03
H -0.80 -1.04 -1.92
H -1.12 -0.80 1.84
H 0.34 -0.36 1.88
H 2.25 2.26 -1.26
*
```

Computed properties:
* calculated total energy: -8008.93205 eV
* energy relative to the best compared isomer or geometry (same formula, charge and spin): 605.8 kJ/mol
* HOMO-LUMO gap: 10.41 eV

Results of the Mulliken charge analysis, in e, for atoms 1 through 2: -0.344, -1.869


Entry 3:
# C24H68N20O15S

A cluster of 11 separate species, C24H68N20O15S in total at a distorted geometry (ωB97M-V/def2-TZVPD, the Open Molecules 2025 dataset).

```
! RIJCOSX wB97M-V def2-TZVPD def2/J DEFGRID3
* xyz 0 1
S 0.93 -0.72 -4.96
O -5.54 5.57 0.49
O 2.46 -0.60 -4.65
O 3.84 -4.18 3.94
O 0.59 -7.60 1.04
O 1.74 3.52 6.83
O 2.58 -2.18 0.64
O -0.05 0.68 -4.73
O 0.53 -1.41 -6.30
O -4.32 2.13 -3.50
O 7.60 -1.16 9.27
O -4.87 0.53 -8.66
O 0.44 -1.78 -3.67
O -1.15 5.38 -2.81
O -7.89 0.54 -6.83
O 3.47 -1.84 6.98
N -7.60 -0.68 -8.70
N -6.06 1.80 -4.90
N -3.28 2.10 -8.95
N -4.01 5.32 -1.14
N -4.04 0.90 -5.38
N 0.45 6.95 -3.10
N 0.38 5.13 -4.44
N 3.94 3.44 7.31
N 5.37 -1.09 7.93
N 1.12 -7.36 3.22
N -3.95 7.13 0.20
N 4.66 -3.89 1.86
N 2.00 -5.96 1.67
N 5.46 -2.46 6.13
N 7.46 -1.02 11.52
N 5.98 -4.73 3.49
N -9.63 0.22 -8.23
N 8.90 -2.48 10.55
N 2.79 1.53 6.92
N -3.34 0.28 -10.29
C -3.89 0.94 -9.26
C 0.14 2.00 -1.04
C -2.11 1.61 0.31
C 4.69 -1.80 7.01
C -4.56 5.98 -0.11
C -2.37 0.03 -0.06
C 2.26 -0.89 1.31
C -4.78 1.64 -4.53
C -1.41 2.49 -0.89
C -0.02 -2.42 1.67
C -0.57 0.62 -3.33
C -0.17 5.79 -3.41
C 0.75 -0.99 2.03
C -1.50 -2.47 2.37
C 4.77 -4.26 3.15
C 0.57 1.48 -2.53
C 2.28 -1.92 -0.80
C -0.69 -1.00 -3.09
C 7.97 -1.53 10.38
C 2.76 2.87 7.01
C -3.27 -0.80 1.06
C 1.20 -7.01 1.92
C -2.70 -2.36 1.25
C -8.34 0.05 -7.86
H 6.76 -0.31 11.43
H 1.19 5.45 -4.95
H -3.21 5.64 -1.65
H -3.09 2.13 0.77
H -1.39 3.61 -0.48
H 1.50 0.74 -2.38
H -3.61 -2.98 1.66
H -10.22 0.76 -7.62
H 1.32 -1.23 -0.95
H 2.30 0.03 0.55
H 5.41 -3.95 1.19
H -4.35 -0.94 0.57
H -2.02 2.52 -1.89
H -1.33 1.61 1.21
H 6.10 -5.02 4.46
H 0.53 -8.15 3.45
H 6.37 -1.05 7.97
H -1.63 -3.49 2.96
H 3.96 4.44 7.39
H -1.30 -0.48 -0.12
H -4.45 4.44 -1.41
H -6.45 1.41 -5.74
H -4.39 0.50 -6.22
H -7.96 -1.09 -9.55
H -3.07 0.76 -5.13
H 2.05 -2.95 -1.37
H 1.92 1.06 6.69
H 0.06 7.48 -2.33
H 2.51 -5.46 2.39
H 9.21 -2.80 11.45
H 0.83 -0.91 3.20
H 9.31 -2.89 9.72
H 4.79 2.92 7.46
H 3.04 -0.62 2.17
H -2.47 2.45 -9.43
H 7.75 -1.32 12.43
H 0.10 -0.15 1.53
H -1.65 1.07 -3.47
H 1.25 7.30 -3.58
H -0.05 4.26 -4.71
H 6.47 -2.45 6.14
H 0.64 -3.37 1.92
H -4.33 7.67 0.97
H -6.63 -0.83 -8.46
H -1.14 -1.42 -2.10
H -3.77 -0.60 -10.56
H 1.01 2.38 -3.18
H -3.14 7.49 -0.28
H 1.62 -6.89 3.96
H 3.62 0.97 7.06
H 6.76 -4.81 2.86
H -2.53 0.60 -10.80
H -10.02 -0.18 -9.07
H -3.32 -0.23 2.10
H 4.99 -3.01 5.42
H 0.83 2.95 -0.80
H -1.62 -1.54 3.10
H -1.56 -1.28 -3.87
H -3.66 2.63 -8.18
H 3.76 -3.54 1.56
H -2.91 -0.07 -1.10
H 3.24 -1.40 -1.29
H 4.83 -0.58 8.61
H 0.38 1.23 -0.17
H -2.37 -2.85 0.24
H -6.65 2.35 -4.29
H 2.09 -5.66 0.71
H -0.19 -2.39 0.50
*
```

Computed properties:
* calculated total energy: -97342.13518 eV
* HOMO-LUMO gap: 9.02 eV
* SMILES string: COCCCCCCCCCCC[C@@H]1COS(=O)(=O)O1.NC(N)=O.NC(N)=O.NC(N)=O.NC(N)=O.NC(N)=O.NC(N)=O.NC(N)=O.NC(N)=O.NC(N)=O.NC(N)=O

Results of the Mulliken charge analysis, in e, for atoms 1 through 2: 1.017, -0.684


Entry 4:
# C28H82AsF6N14O10

A structure of composition C28H82AsF6N14O10 at a distorted geometry (ωB97M-V/def2-TZVPD, the Open Molecules 2025 dataset).

```
! RIJCOSX wB97M-V def2-TZVPD def2/J DEFGRID3
* xyz -1 1
As 11.34 -0.81 -4.60
F 10.99 -1.23 -2.84
F 9.58 -0.99 -5.03
F 13.08 -0.81 -4.17
F 11.33 0.91 -4.10
F 11.49 -2.55 -5.00
F 11.77 -0.45 -6.29
O -1.32 -5.20 -3.63
O 1.12 4.04 -5.58
O 7.33 -8.72 -6.98
O 11.16 7.15 0.29
O 4.81 -8.59 2.23
O 12.13 -2.58 -16.06
O 14.81 -3.19 4.10
O 5.54 -0.23 2.36
O 18.34 3.16 -0.14
O 20.97 -2.02 -5.02
N 18.73 -3.84 -4.98
N 7.30 -6.85 -0.04
N 10.18 5.63 -1.07
N 2.43 4.43 -8.99
N 20.24 2.12 0.44
N 8.82 -7.17 -7.49
N 12.83 -4.19 3.76
N 12.36 5.53 -0.87
N 13.80 -2.98 2.24
N 18.90 1.30 -0.97
N 14.45 -3.47 -18.87
N 0.31 -4.51 -6.87
N 7.37 -6.61 -6.14
N 6.54 0.41 5.39
C 19.25 -3.45 -6.25
C 0.30 -4.68 -5.45
C 15.37 -2.95 -16.65
C 4.97 0.95 1.80
C 11.25 6.14 -0.46
C 3.80 3.77 -7.05
C 21.98 -2.97 -4.97
C 14.08 -3.39 -17.45
C -2.39 -5.86 -3.16
C 2.34 3.96 -7.61
C -1.21 -5.13 -5.03
C 13.07 -2.29 -17.18
C 18.18 -3.54 -7.32
C 0.75 -3.33 -4.79
C 5.56 -7.47 1.71
C 12.68 -2.45 -14.76
C 1.43 4.77 -6.73
C 7.07 -9.15 0.60
C 13.82 -3.48 3.37
C 7.16 0.96 4.13
C 3.56 -8.80 1.62
C 6.86 -0.03 2.96
C 7.74 -7.56 -6.96
C 19.09 2.26 -0.17
C 6.37 -7.87 0.47
C -0.14 4.38 -5.04
C 20.10 -2.16 -6.19
C 8.57 1.25 4.46
H 1.80 -3.09 -4.96
H 13.65 -3.96 -19.26
H 16.14 -2.34 -17.13
H 7.39 -9.56 -0.36
H -1.91 -4.40 -5.44
H 18.63 -3.54 -8.30
H 4.63 1.71 2.50
H 13.45 -1.68 -14.71
H 13.52 -1.31 -17.03
H 22.66 -2.90 -5.82
H 0.97 -5.49 -5.16
H 9.23 5.95 -0.92
H 11.99 -2.18 -13.96
H 20.01 -4.21 -6.44
H 6.89 -5.94 0.01
H -1.40 -6.08 -5.53
H 7.60 0.18 2.19
H 9.10 0.42 4.94
H 7.84 -5.72 -6.10
H 5.59 -7.97 -0.29
H -0.17 5.42 -4.70
H 13.73 -4.33 -17.03
H 9.11 1.52 3.56
H 14.60 -2.41 2.01
H 13.29 5.72 -0.53
H 20.75 1.26 0.32
H 9.33 -7.72 -8.17
H 4.31 4.73 -7.04
H 1.23 -4.22 -7.17
H 7.26 -0.99 3.29
H -2.56 -5.27 -2.26
H 4.03 0.56 1.42
H 12.22 -4.69 3.13
H 0.50 4.86 -7.29
H -3.25 -5.94 -3.82
H 1.87 2.98 -7.63
H 20.58 -1.89 -7.13
H 2.97 3.73 -9.45
H 6.02 -7.12 2.63
H -2.10 -6.89 -2.96
H 6.61 1.82 3.76
H 18.01 1.21 -1.44
H 0.01 -2.63 -5.19
H 15.32 -2.43 -15.70
H 4.38 3.33 -7.86
H 4.97 -6.57 1.55
H 21.56 -3.96 -4.78
H 13.04 -4.66 4.62
H -0.98 4.11 -5.68
H 7.94 -9.05 1.25
H 9.34 -6.38 -7.11
H 20.59 2.86 1.04
H 14.33 -2.51 -19.18
H 17.64 -2.59 -7.28
H 17.73 -3.80 -5.05
H 7.09 -0.30 5.85
H 0.19 -5.42 -7.28
H 17.54 -4.42 -7.17
H 13.10 -3.41 -14.46
H 10.37 4.83 -1.65
H 7.66 -6.99 -0.98
H 6.62 -6.87 -5.52
H 19.47 -1.29 -5.99
H 18.96 -3.08 -4.36
H 12.13 5.18 -1.79
H 3.80 3.20 -6.12
H 1.53 4.21 -9.39
H 15.92 -3.84 -16.33
H -0.14 3.73 -4.17
H 3.03 -9.66 2.02
H 6.40 -9.92 0.97
H 12.54 -2.06 -18.10
H 8.73 2.16 5.04
H 2.87 -7.96 1.71
H 19.73 0.73 -1.04
H 5.61 1.46 1.07
H 6.40 1.09 6.13
H 3.74 -9.06 0.58
H 1.79 5.77 -6.50
H 0.50 -3.14 -3.75
H 22.69 -2.69 -4.19
H 12.99 -3.16 1.66
*
```

Computed properties:
* calculated total energy: -148844.90411 eV
* energy relative to the best compared isomer or geometry (same formula, charge and spin): 806.2 kJ/mol
* HOMO-LUMO gap: 9.49 eV

Results of the Mulliken charge analysis, in e, for atoms 1 through 2: 1.994, -0.523


Entry 5:
# C4H14NO

A cluster of 2 separate species, C4H14NO in total at a distorted geometry (ωB97M-V/def2-TZVPD, the Open Molecules 2025 dataset).

```
! RIJCOSX wB97M-V def2-TZVPD def2/J DEFGRID3
* xyz 1 1
O 0.76 -1.33 2.12
N 0.76 0.59 0.06
C 0.66 1.87 0.78
C -0.50 0.29 -0.86
C -1.69 -0.32 -0.14
C -0.03 -0.75 -1.91
H 0.18 -2.07 1.92
H -0.13 1.86 1.52
H 1.08 -0.84 -1.84
H -0.41 -1.75 -1.71
H -1.82 0.16 0.83
H -1.50 -1.37 0.08
H 1.43 -1.69 2.72
H 1.59 1.96 1.35
H -0.15 -0.40 -2.94
H -0.56 1.23 -1.39
H 0.79 -0.22 0.70
H 0.60 2.66 0.02
H -2.60 -0.33 -0.73
H 1.54 0.44 -0.57
*
```

Computed properties:
* calculated total energy: -7906.24217 eV
* energy relative to the best compared isomer or geometry (same formula, charge and spin): 68.7 kJ/mol
* HOMO-LUMO gap: 13.25 eV

Results of the Mulliken charge analysis, in e, for atoms 1 through 2: -0.664, -0.183


no.,LUMO (eV)
1,0.4
2,0.5
3,0.0
4,1.8
5,-2.9